The following is a quantum chemistry calculation of a single C5H7FN2 molecule in a non-equilibrium geometry, from OMol25.

Positions of all 15 atoms, in Å:
F (1.6251, 2.1993, -0.0315)
N (-0.3874, -1.2595, 0.6849)
N (-2.1647, -0.5650, -0.4891)
C (-0.0210, 0.5173, -0.9345)
C (0.7145, 1.1159, 0.2318)
C (-0.8440, -0.4961, -0.2445)
C (0.9143, -1.1355, 1.0012)
C (1.5564, -0.0073, 0.7941)
H (-2.6900, 0.0054, -1.2455)
H (1.3160, -1.9733, 1.4260)
H (-0.0428, 1.4112, 1.0430)
H (-0.6040, 1.2036, -1.5144)
H (0.7319, -0.0299, -1.7139)
H (2.5797, 0.1873, 0.9975)
H (-2.6840, -1.1735, -0.0050)

Its spin multiplicity is 1. The SMILES is NC1=NC=C[C@@H](F)C1. The electronic energy comes out at -10994.88970 eV. The calculation puts the lowest unoccupied orbital energy at 0.8 eV. The energy above the lowest of the compared OMol25 structures with the same formula, charge and spin comes out at 136.8 kJ/mol. The calculation puts the maximum force at 6.23 eV/A. As for the HOMO energy: -0.30036 Eh. Its HOMO-LUMO gap is 9.0225 eV.


The following is a quantum chemistry calculation of 12 unconnected molecules or ions with the total composition C7H36NO11 in a non-equilibrium geometry, from OMol25.

Positions of all 55 atoms, in Å:
O (-3.2393, 1.7752, 0.5890)
O (4.0026, 1.7691, -0.9163)
O (-2.5735, 2.3656, -1.8663)
O (1.6639, -1.6054, 4.3189)
O (-0.6658, 1.2512, -3.5975)
O (-0.4617, -1.4194, -3.7007)
O (2.1552, -2.5478, 1.8513)
O (3.5917, 0.9810, 1.6044)
O (2.7068, -0.1067, -2.3375)
O (-4.3331, -0.7716, 0.9413)
O (-4.1091, -2.2364, -1.7272)
N (1.3467, -1.5360, -1.0768)
C (0.7026, 3.5784, 2.6111)
C (-0.1127, 0.0899, 1.1066)
C (0.3532, -2.6938, -0.5127)
C (0.0247, 1.5269, 1.2639)
C (0.3777, 2.1282, 2.4212)
C (-0.8653, -0.4964, 0.1425)
C (-0.9361, -2.0142, 0.0734)
H (0.4956, -0.4417, 1.8089)
H (-3.3470, -2.4077, -2.2840)
H (-4.0817, 1.5208, 0.2018)
H (0.2102, 2.1526, 0.3364)
H (-4.9616, -1.3918, 0.5641)
H (-4.2091, -1.1309, 1.8143)
H (-1.2315, 1.4910, -2.8654)
H (3.2524, 0.6431, -1.9801)
H (1.1110, -1.0349, 4.8823)
H (2.2760, -1.9301, -1.2172)
H (-1.8350, -2.3116, -0.5350)
H (0.1361, 1.7483, -3.4650)
H (-0.8060, -0.5031, -3.7208)
H (1.0828, -1.2295, -2.0056)
H (0.9744, 3.9537, 1.6462)
H (-1.3980, 0.0832, -0.6353)
H (-2.6988, 1.1941, 1.1260)
H (-1.0168, -2.3864, 1.0918)
H (-0.6715, -1.7134, -4.5985)
H (1.4497, 3.8506, 3.3462)
H (1.4281, -0.7436, -0.4582)
H (0.0731, -3.2169, -1.3960)
H (-3.8466, -1.3467, -1.4245)
H (1.0446, -3.0329, 0.2460)
H (2.5580, -1.4869, 4.6582)
H (2.5949, 0.1856, -3.2541)
H (4.4360, 1.0139, 2.0473)
H (1.9278, -3.1904, 2.5383)
H (3.8897, 1.6526, 0.0574)
H (-2.4707, 2.3305, -0.8743)
H (2.6212, -1.8535, 2.3202)
H (2.8554, 1.0658, 2.2174)
H (0.3438, 1.6534, 3.4111)
H (-0.2662, 4.0910, 2.9722)
H (-3.2775, 2.9508, -2.1563)
H (4.7250, 2.3994, -0.9684)

Its spin multiplicity is 1. As for the total charge: +1. The electronic energy comes out at -31849.09351 eV. The calculation puts the lowest unoccupied orbital energy at -2.6 eV. The energy above the lowest of the compared OMol25 structures with the same formula, charge and spin comes out at 271.1 kJ/mol. The calculation puts the maximum force at 3.98 eV/A. As for the HOMO energy: -0.43030 Eh. Its HOMO-LUMO gap is 9.0782 eV.


The following is a quantum chemistry calculation of a molecular structure, C24H32N2S6V, from OMol25.

Positions of all 65 atoms, in Å:
V (-0.4890, -0.1056, -0.2818)
S (0.3598, 2.9762, -3.2546)
S (-0.0460, -1.7978, 1.4492)
S (-0.8098, 1.8699, 1.3836)
S (-2.7336, -0.5805, 0.3878)
S (1.6084, 1.2269, -1.0548)
S (2.3766, 0.5096, 2.2255)
N (-0.9087, 1.3146, -1.7378)
N (-3.0296, -2.4094, -3.5941)
C (1.1447, -3.1940, -3.8002)
C (-3.2441, -3.4315, -2.5971)
C (-2.2033, 3.5853, -4.2743)
C (-0.0022, -1.6207, -1.6966)
C (-2.7832, -2.1658, 1.2656)
C (-3.2557, 1.7399, -2.4321)
C (1.3007, 1.4967, 3.2866)
C (-1.3701, 2.8802, -3.4144)
C (-0.1169, -2.6493, -3.9240)
C (1.8521, -2.9705, -2.6227)
C (0.3128, 1.7801, -1.9896)
C (-2.0858, -1.3865, -3.1634)
C (2.2203, -1.1168, 2.9776)
C (0.8096, -1.6724, 3.0395)
C (-4.2755, -1.8112, -4.0111)
C (-3.1656, 0.5902, 1.7121)
C (-3.5671, 3.3575, -4.2047)
C (-4.0876, 2.4447, -3.2851)
C (-1.6090, -2.3904, 2.1928)
C (-0.6907, -1.8947, -2.8939)
C (-1.8830, 1.9518, -2.5085)
C (1.2869, -2.1980, -1.6267)
C (0.4599, 2.4991, 2.5036)
C (-1.9846, 1.1123, 2.5274)
H (-1.7587, -1.8769, 3.1452)
H (-2.2866, -3.7449, -2.1798)
H (1.8888, -2.0161, -0.7388)
H (0.6557, 0.8496, 3.8794)
H (1.9125, 2.0630, 3.9921)
H (-3.7289, -4.3058, -3.0371)
H (-1.5022, 0.2984, 3.0683)
H (-1.7988, 4.2983, -4.9808)
H (-5.1565, 2.2792, -3.2420)
H (-3.8912, -3.0745, -1.7726)
H (0.8470, -2.6822, 3.4550)
H (-3.6619, 1.0220, -1.7325)
H (2.8467, -3.3818, -2.4948)
H (-4.7932, -1.2949, -3.1802)
H (-0.0521, 3.1683, 3.1989)
H (0.1979, -1.0748, 3.7191)
H (-2.3338, 1.8542, 3.2490)
H (-4.0972, -1.0797, -4.8005)
H (1.5778, -3.7735, -4.6064)
H (-4.9536, -2.5741, -4.3989)
H (1.0945, 3.1217, 1.8715)
H (-0.6919, -2.8207, -4.8280)
H (-3.9030, 0.1152, 2.3608)
H (2.8618, -1.7632, 2.3762)
H (-2.4576, -0.8544, -2.2761)
H (-2.7853, -2.8977, 0.4590)
H (-3.6600, 1.4229, 1.2088)
H (-3.7276, -2.2555, 1.8045)
H (-4.2325, 3.8969, -4.8657)
H (-1.4949, -3.4534, 2.4084)
H (2.6328, -1.1106, 3.9887)
H (-2.0575, -0.6434, -3.9687)

Its spin multiplicity is 2. The electronic energy comes out at -119086.64264 eV. The calculation puts the lowest unoccupied orbital energy (alpha / beta) at 0.0 / 0.0 eV. The energy above the lowest of the compared OMol25 structures with the same formula, charge and spin comes out at 0.0 kJ/mol. The calculation puts the maximum force at 0.66 eV/A. As for the HOMO energy (alpha / beta): -0.24633 / -0.22416 Eh. Its HOMO-LUMO gap (alpha / beta) is 6.6792 / 6.0632 eV.


- electronic energy of number 2 (C7H36NO11)?
  -31849.09351 eV


- Which of these has the lowest energy above the lowest of the compared OMol25 structures with the same formula, charge and spin?
  C24H32N2S6V


- The lowest maximum force belongs to which entry?
  C24H32N2S6V


- Number 3 is which compound?
  C24H32N2S6V